Record 1
Computed, not measured: a cluster of 9 separate species, ClH16O8 in total, with the ωB97M-V functional and the def2-TZVPD basis.

XYZ file:
```
25
Properties=species:S:1:pos:R:3
Cl -0.447 0.075 -0.257
O -1.225 -3.133 0.905
H -0.838 -2.278 1.090
H -2.139 -3.046 1.175
O -0.090 -2.169 -2.676
H -0.615 -1.610 -2.104
H -0.241 -1.822 -3.556
O -1.305 1.172 2.664
H -0.922 0.879 1.838
H -0.557 1.283 3.250
O 2.588 -0.815 -1.626
H 2.123 -0.058 -1.270
H 1.900 -1.360 -2.009
O 1.684 -0.872 2.023
H 1.875 -1.809 1.997
H 1.067 -0.733 1.305
O -3.837 1.281 -0.126
H -2.974 0.927 0.092
H -4.455 0.665 0.268
O 0.723 2.343 -2.427
H 0.199 1.630 -2.061
H 0.662 3.044 -1.779
O 2.428 1.923 1.385
H 2.817 2.676 0.939
H 1.578 1.807 0.960
```

Values from the calculation:
Maximum force   0.8 eV/Å
Energy above the lowest of the compared OMol25 structures with the same formula, charge and spin   12.7 kcal/mol
Net charge   -1
Gap between HOMO and LUMO   9.825 eV
Energy   -1071.836436 Eh

Löwdin population analysis, charges in e, atoms 1 to 4: 0.028 -0.075 -0.036 0.022


Record 2
Computed, not measured: a cluster of 2 separate species, H4O2 in total, with the ωB97M-V functional and the def2-TZVPD basis.

XYZ file:
```
6
Properties=species:S:1:pos:R:3
O -2.898 -2.630 8.480
H -2.232 -1.940 8.511
H -2.706 -3.072 7.646
O 2.913 2.540 -8.365
H 3.225 3.402 -8.664
H 1.955 2.634 -8.417
```

Values from the calculation:
Maximum force   0.4 eV/Å
SMILES   O.O
Energy above the lowest of the compared OMol25 structures with the same formula, charge and spin   5.0 kcal/mol
Net charge   0
Gap between HOMO and LUMO   12.706 eV
Energy   -152.866961 Eh

Löwdin population analysis, charges in e, atoms 1 to 4: -0.060 0.027 0.033 -0.064


Record 3
Computed, not measured: a structure of composition C13H28BCa2Cl2F2NNaO9PS at a distorted geometry, with the ωB97M-V functional and the def2-TZVPD basis.

XYZ file:
```
61
Properties=species:S:1:pos:R:3
C 6.922 -3.509 -3.823
C 6.472 -1.925 -4.068
O 5.395 -1.669 -3.071
C 4.116 -1.549 -3.788
C 2.793 -1.948 -2.846
O 1.619 -1.452 -3.585
B 0.382 -2.167 -3.213
P -0.693 -3.030 -4.585
S -1.237 -4.792 -3.953
H 6.461 -4.217 -4.653
H 8.106 -3.506 -3.872
H 6.591 -3.896 -2.749
H 6.123 -1.778 -5.183
H 7.383 -1.169 -3.921
H 4.030 -2.212 -4.754
H 3.943 -0.420 -4.086
H 2.843 -3.117 -2.731
H 2.900 -1.498 -1.753
H 0.055 -2.162 -2.074
H -0.048 -3.074 -5.873
H -1.879 -2.180 -4.732
C 3.048 -1.227 2.255
C 2.601 -2.526 2.834
O 1.375 -2.772 2.182
C 1.491 -2.165 0.967
O 0.755 -2.383 0.020
O 2.540 -1.287 0.938
F 2.362 -2.407 4.159
H 2.618 -0.363 2.772
H 4.137 -1.127 2.251
H 3.288 -3.359 2.652
C -4.575 0.180 1.189
O -4.024 0.201 -0.126
C -2.673 0.323 -0.165
O -1.934 0.411 0.803
O -2.288 0.329 -1.466
C -0.881 0.452 -1.660
H -5.660 0.080 1.100
H -4.195 -0.678 1.753
H -4.357 1.117 1.713
H -0.353 -0.395 -1.211
H -0.516 1.399 -1.250
H -0.687 0.446 -2.736
Na -5.860 0.985 -0.360
Cl 3.540 -2.890 5.631
Ca -3.060 2.730 -0.262
C -5.001 5.415 2.628
O -3.949 5.411 2.001
N -5.159 5.868 3.920
C -6.440 5.838 4.594
C -4.009 6.391 4.628
H -5.937 5.039 2.185
H -6.717 6.859 4.874
H -6.353 5.222 5.493
H -7.217 5.421 3.946
H -3.605 7.242 4.071
H -3.243 5.613 4.688
H -4.289 6.710 5.636
F -1.117 -2.482 0.019
Cl 0.983 -1.008 -1.160
Ca 3.083 -1.343 7.805
```

Values from the calculation:
Maximum force   9.3 eV/Å
Net charge   +2
Gap between HOMO and LUMO   1.284 eV
Energy   -4644.874111 Eh

Löwdin population analysis, charges in e, atoms 1 to 4: -0.101 -0.234 -0.225 -0.163


Record 4
Computed, not measured: an isolated molecule of C2H4N2O2 at a distorted geometry, with the ωB97M-V functional and the def2-TZVPD basis.

XYZ file:
```
10
Properties=species:S:1:pos:R:3
O -2.823 0.064 -0.017
N -1.437 0.100 0.064
N -0.755 1.113 0.014
C 0.680 0.781 0.112
C 0.585 -0.738 -0.091
O -0.737 -1.067 0.249
H 0.963 1.095 1.109
H 1.258 1.166 -0.812
H 1.056 -1.123 -1.157
H 1.210 -1.390 0.530
```

Values from the calculation:
Maximum force   6.1 eV/Å
SMILES   [O-][N+]1=NCCO1
Energy above the lowest of the compared OMol25 structures with the same formula, charge and spin   151.1 kcal/mol
Net charge   0
Gap between HOMO and LUMO (spin up / spin down)   10.521 / 10.521 eV
Energy   -338.412482 Eh

Löwdin population analysis, charges in e, atoms 1 to 4: -0.066 -0.278 0.112 -0.122


Record 5
Computed, not measured: a structure of composition C29H31N3O4PRu at a distorted geometry, with the ωB97M-V functional and the def2-TZVPD basis.

XYZ file:
```
69
Properties=species:S:1:pos:R:3
Ru 1.067 0.034 -0.083
O -1.316 -0.887 3.491
C -0.720 -0.779 2.353
O -0.064 0.193 1.981
C -0.932 -1.939 1.431
C -1.636 -3.093 1.748
C -1.840 -4.025 0.737
C -1.382 -3.755 -0.550
C -0.680 -2.579 -0.770
N -0.440 -1.720 0.219
C -0.158 -2.056 -2.082
O -0.400 -2.632 -3.209
O 0.486 -1.009 -2.070
H -1.243 -0.117 4.081
H -2.019 -3.252 2.747
H -2.371 -4.944 0.951
H -1.577 -4.464 -1.345
H -0.945 -3.433 -3.215
N -0.079 4.314 -2.705
C -1.180 3.463 -2.151
C -0.623 2.094 -1.755
N 0.471 2.207 -0.760
C 1.550 3.074 -1.292
C 1.037 4.454 -1.714
H -0.442 5.241 -2.953
H 0.273 3.908 -3.577
H -1.970 3.352 -2.892
H -1.596 3.980 -1.286
H -0.227 1.576 -2.632
H -1.434 1.492 -1.344
H 0.103 2.613 0.099
H 2.004 2.564 -2.145
H 2.318 3.212 -0.532
H 1.847 5.032 -2.155
H 0.651 5.005 -0.856
C 4.077 -4.658 1.584
C 3.542 -3.822 2.568
C 3.276 -2.502 2.274
C 3.608 -1.991 1.000
C 4.129 -2.840 0.005
C 4.394 -4.156 0.318
P 3.333 -0.252 0.683
C 3.784 0.643 2.176
C 4.919 0.290 2.911
C 5.226 0.995 4.062
C 4.419 2.055 4.467
C 3.267 2.379 3.758
C 2.952 1.685 2.603
C 4.390 0.236 -0.704
C 3.860 0.015 -1.987
C 4.655 0.219 -3.102
C 5.957 0.679 -2.935
C 6.474 0.902 -1.663
C 5.690 0.703 -0.536
H 4.248 -5.704 1.806
H 3.333 -4.207 3.557
H 2.839 -1.851 3.022
H 4.371 -2.454 -0.977
H 4.873 -4.791 -0.415
H 5.560 -0.523 2.588
H 6.098 0.724 4.641
H 4.706 2.645 5.326
H 2.622 3.173 4.109
H 2.052 1.919 2.041
H 2.843 -0.355 -2.101
H 4.268 0.017 -4.092
H 6.565 0.889 -3.806
H 7.493 1.245 -1.540
H 6.098 0.903 0.446
```

Values from the calculation:
Maximum force   2.5 eV/Å
<S²>   1.02
Multiplicity   2
Energy above the lowest of the compared OMol25 structures with the same formula, charge and spin   28.6 kcal/mol
Net charge   +4
Gap between HOMO and LUMO (spin up / spin down)   5.216 / 6.120 eV
Energy   -2023.698541 Eh

Löwdin population analysis, charges in e, atoms 1 to 4: 1.170 0.244 -0.430 0.000


Record 6
Computed, not measured: a cluster of 6 separate species, C27H44BrCl2N7O4P in total at a distorted geometry, with the ωB97M-V functional and the def2-TZVPD basis.

XYZ file:
```
86
Properties=species:S:1:pos:R:3
C 4.567 0.949 1.295
C 4.556 1.358 -0.308
C 3.155 2.121 -0.772
O 2.288 1.300 -1.630
C 0.878 1.348 -1.216
N 0.574 0.660 0.101
C 1.209 -0.666 0.451
C 2.258 -1.647 -0.337
C 1.420 -2.592 -1.412
C 1.801 -2.262 -2.973
O 0.847 -1.668 -3.738
O 3.108 -2.508 -3.601
C 0.661 -1.174 1.911
C 0.991 -2.545 2.767
C -0.001 -3.721 2.115
C -1.564 -3.339 2.433
Br 0.525 -5.581 2.631
N -0.255 0.003 2.227
P -1.105 -0.058 3.803
C -0.797 1.581 4.816
O -2.845 -0.234 3.478
C -0.392 1.105 1.220
C -1.216 2.492 1.104
Cl -2.672 2.736 2.195
C -0.280 3.873 1.230
C -0.929 4.948 0.125
Cl -0.403 4.708 2.877
H 4.835 1.937 1.902
H 3.531 0.492 1.628
H 5.422 0.154 1.484
H 5.515 2.054 -0.460
H 4.766 0.394 -0.960
H 2.601 2.559 0.161
H 3.515 3.040 -1.440
H 0.269 0.748 -2.046
H 0.428 2.428 -1.178
H 2.750 -2.413 0.433
H 3.154 -1.089 -0.853
H 0.281 -2.322 -1.258
H 1.530 -3.746 -1.165
H 3.852 -2.039 -3.101
H 0.758 -2.362 3.916
H 2.142 -2.798 2.603
H 0.137 -3.621 0.942
H -1.760 -3.103 3.574
H -2.322 -4.182 2.094
H -1.895 -2.357 1.847
H -0.275 1.199 5.819
H -1.798 2.095 5.137
H -0.019 2.285 4.299
H -3.202 -0.701 4.313
H -1.631 2.541 -0.016
H 0.810 3.638 0.875
H -0.547 4.748 -0.971
H -0.779 6.059 0.468
H -2.100 4.710 0.101
C -0.042 0.072 -6.317
C -0.215 1.229 -7.288
N -0.358 2.188 -8.094
H 0.970 0.082 -5.902
H -0.763 0.162 -5.500
H -0.206 -0.877 -6.835
C -4.774 -5.031 0.001
C -3.422 -4.393 -0.274
N -2.301 -3.863 -0.502
H -5.507 -4.684 -0.733
H -4.693 -6.119 -0.064
H -5.118 -4.758 1.003
C 1.028 -2.961 7.325
C -0.217 -2.820 6.464
N -1.250 -2.704 5.750
H 1.900 -3.146 6.692
H 1.191 -2.044 7.897
H 0.908 -3.797 8.020
C -1.410 -3.739 -7.648
C -2.547 -2.925 -7.053
N -3.491 -2.250 -6.560
H -1.804 -4.649 -8.109
H -0.888 -3.152 -8.408
H -0.700 -4.017 -6.863
C -2.509 9.059 -0.789
C -1.356 8.252 -1.365
N -0.401 7.582 -1.842
H -3.458 8.565 -1.014
H -2.399 9.144 0.295
H -2.516 10.061 -1.226
```

Values from the calculation:
Maximum force   10.2 eV/Å
Net charge   +1
Gap between HOMO and LUMO   7.792 eV
Energy   -5574.405644 Eh

Löwdin population analysis, charges in e, atoms 1 to 4: -0.140 -0.207 -0.181 -0.166